[1]
ORCA calculation (wB97M-V/def2-TZVPD) on a structure of composition C24H29LiN4S5Si.

```
64
Properties=species:S:1:pos:R:3:forces:R:3
Li 0.63555 -0.76033 1.57846 0.228 0.101 0.188
S 2.99850 -4.30446 1.24389 -0.002 0.151 -0.187
S 3.86601 -3.01807 2.60026 -0.032 0.153 0.171
S 3.11675 -1.05505 2.61390 -0.152 -0.361 0.095
S 4.35262 0.16232 1.49752 0.327 -0.070 0.284
C 1.46181 1.61972 -4.59159 0.003 0.015 0.032
C 1.29462 0.95262 -3.23443 -0.014 0.053 0.043
N 0.99819 1.92438 -2.17824 -0.007 0.022 -0.009
C 1.48508 1.78710 -0.89093 0.353 -0.032 -0.106
S 0.44883 2.01232 0.41683 -0.125 0.000 0.124
N 2.77513 1.51163 -0.72322 -0.382 0.289 -0.306
C 3.86222 1.79477 -1.64846 -0.018 -0.126 0.047
C 4.75562 0.58749 -1.91076 0.067 0.074 -0.009
H 1.59292 0.86774 -5.37318 0.008 0.012 0.018
H 2.32760 2.28546 -4.59644 -0.024 0.001 -0.008
H 0.57943 2.21469 -4.83823 0.012 -0.013 -0.007
H 2.19362 0.40823 -2.96452 0.057 -0.078 0.037
H 0.49150 0.21296 -3.28137 -0.052 -0.049 0.010
H 0.01731 2.15522 -2.12028 -0.032 -0.024 -0.004
H 3.08677 1.28482 0.23947 -0.018 -0.195 -0.040
H 4.47428 2.57823 -1.19082 -0.003 0.058 -0.005
H 3.45082 2.20359 -2.56900 -0.007 0.046 -0.029
H 5.09683 0.17579 -0.95837 -0.059 -0.048 -0.114
H 5.62849 0.88861 -2.49610 -0.021 0.023 -0.056
H 4.22861 -0.19759 -2.45351 -0.055 -0.061 0.000
C -1.61235 2.99848 5.91488 0.000 -0.026 -0.026
C -1.51245 3.21106 4.54559 -0.009 -0.036 0.008
C -1.55127 2.13794 3.66438 0.005 -0.034 0.004
C -1.70912 0.81621 4.10493 -0.021 0.037 0.039
C -1.80510 0.63493 5.49136 -0.049 0.022 -0.027
C -1.75441 1.69881 6.38385 -0.006 0.008 -0.024
Si -1.60933 -0.70856 2.92634 -0.183 0.185 -0.076
C -3.07292 -0.44773 1.68653 -0.035 0.011 -0.042
C -4.03806 -1.45060 1.51273 0.002 0.025 -0.014
C -5.00930 -1.38565 0.52019 0.023 0.036 0.002
C -5.06121 -0.29338 -0.33769 0.023 -0.001 0.030
C -4.12244 0.72080 -0.18828 0.001 -0.037 0.015
C -3.14549 0.63620 0.79649 0.005 -0.042 0.029
H -1.56612 3.83213 6.60644 -0.004 0.004 0.004
H -1.38161 4.21694 4.16131 -0.003 -0.005 -0.008
H -1.43192 2.34053 2.60505 0.006 -0.010 0.028
H -1.92581 -0.37209 5.87884 0.012 0.014 0.000
H -1.82579 1.51407 7.45091 -0.001 -0.011 -0.002
H -2.32343 -1.69828 3.82567 0.099 -0.050 0.002
H -4.01766 -2.31264 2.17264 -0.007 0.013 -0.011
H -5.73017 -2.19009 0.41515 0.004 -0.006 0.007
H -5.81552 -0.23657 -1.11456 -0.003 -0.004 -0.002
H -4.13543 1.57373 -0.85917 0.003 0.004 0.012
H -2.39488 1.41741 0.83943 -0.014 -0.014 0.007
N 2.19336 -2.51219 -1.73018 -0.066 -0.193 0.066
C 2.13630 -1.86821 -0.52034 0.037 0.335 -0.450
N 0.94549 -1.41426 -0.24991 -0.073 0.029 -0.071
C 0.13323 -1.82711 -1.29744 -0.040 -0.157 0.010
C -1.22795 -1.64169 -1.50781 -0.053 0.073 -0.024
C -1.78409 -2.17698 -2.66158 0.009 0.039 0.060
C -1.01171 -2.89801 -3.57970 0.119 -0.001 0.059
C 0.34751 -3.10047 -3.37082 -0.096 0.011 -0.084
C 0.89890 -2.54772 -2.22515 0.117 -0.005 0.117
H 2.88287 -3.22800 -1.89574 0.111 0.095 0.035
H 3.02554 -1.61322 0.03533 0.030 -0.255 0.164
H -1.82912 -1.09849 -0.78820 0.000 0.005 -0.010
H -2.84300 -2.04013 -2.84416 0.001 -0.011 -0.002
H -1.48108 -3.31349 -4.46349 -0.002 0.003 0.001
H 0.94645 -3.66590 -4.07474 0.002 0.008 0.005
```
Forces are in eV/Å.

Output
LUMO   0.1555 Eh
E_HOMO   -0.726 eV
Energy above the lowest of the compared OMol25 structures with the same formula, charge and spin   0.6 kcal/mol
Total charge   -2
Maximum force   0.6 eV/Å



[2]
ORCA calculation (wB97M-V/def2-TZVPD) on an isolated molecule of C24H29N3O3 in a non-equilibrium geometry.

```
59
Properties=species:S:1:pos:R:3:forces:R:3
C 7.68964 0.60489 1.37050 0.094 0.214 0.095
O 7.11243 -0.56087 0.83252 -0.192 -0.251 -0.140
C 5.84372 -0.50049 0.35308 -0.176 -0.191 -0.121
C 5.33433 -1.69094 -0.17288 0.314 0.135 0.158
C 4.06006 -1.74331 -0.68756 -0.211 0.283 -0.006
C 3.24779 -0.60450 -0.69562 0.654 0.228 0.323
C 1.91115 -0.63538 -1.23798 -0.989 -0.022 -0.377
N 1.15742 0.40318 -1.28841 1.126 0.149 0.503
N -0.03050 0.09210 -1.84063 -0.364 -0.865 -0.569
C -1.01433 0.98556 -2.12695 0.271 0.409 0.123
O -2.02383 0.62993 -2.70551 -0.118 -0.056 -0.108
C -0.78946 2.39976 -1.60498 -0.038 0.192 0.015
N -1.61884 2.69408 -0.45337 0.060 0.043 -0.173
C -1.29607 1.87602 0.70426 0.130 -0.059 0.154
C -2.28286 2.15775 1.84508 0.059 0.160 -0.007
C -2.90424 3.53521 1.65172 -0.123 -0.093 0.085
C -3.74338 3.53171 0.37220 0.129 0.011 -0.001
C -3.04646 2.69372 -0.71183 -0.283 0.075 0.033
C -0.16349 -1.35397 -2.12730 -0.319 0.097 -0.022
C -1.23758 -1.92304 -1.23774 -0.018 -0.119 0.012
C -1.09346 -1.87983 0.14190 -0.009 -0.084 -0.297
C -2.08928 -2.34671 0.98231 -0.188 -0.074 0.284
C -3.25879 -2.87090 0.44367 0.024 0.013 -0.198
O -4.30308 -3.35833 1.16950 0.031 0.019 -0.334
C -4.22057 -3.32607 2.57292 0.024 0.008 0.221
C -3.40675 -2.91559 -0.94357 -0.120 -0.076 0.226
C -2.41083 -2.44343 -1.76992 0.107 -0.001 0.168
C 1.24782 -1.87043 -1.81691 0.088 0.284 -0.040
C 3.76323 0.58028 -0.16607 -0.130 -0.309 -0.137
C 5.04034 0.63834 0.35167 0.320 0.060 0.141
H 8.69279 0.31911 1.68275 -0.070 0.071 -0.008
H 7.13007 0.96641 2.23904 0.016 -0.008 -0.044
H 7.75700 1.40152 0.62284 -0.015 -0.028 0.035
H 5.96791 -2.56378 -0.16454 0.070 -0.103 0.000
H 3.69193 -2.67451 -1.08994 -0.048 -0.111 -0.045
H 0.25647 2.52843 -1.32132 -0.138 0.072 -0.095
H -1.04847 3.10723 -2.39687 0.059 -0.130 -0.029
H -0.27601 2.13418 1.00686 -0.004 -0.091 0.016
H -1.31744 0.79865 0.46926 0.043 0.071 -0.003
H -1.76659 2.09600 2.80428 -0.028 -0.092 0.006
H -3.07718 1.40830 1.84501 -0.016 -0.062 0.050
H -2.10470 4.27110 1.56246 -0.025 0.069 0.071
H -3.52371 3.80268 2.50942 0.040 0.059 0.020
H -3.87981 4.55696 0.02658 -0.063 0.020 -0.029
H -4.73080 3.11229 0.57196 -0.061 0.027 0.005
H -3.22383 3.12539 -1.69760 -0.013 -0.110 -0.009
H -3.45256 1.67003 -0.72774 0.009 0.052 -0.083
H -0.44754 -1.47365 -3.17624 0.046 -0.049 0.132
H -0.19382 -1.46898 0.58010 0.094 0.062 0.047
H -1.94093 -2.28872 2.04929 -0.031 -0.024 0.101
H -4.12415 -2.30176 2.94776 0.012 -0.037 -0.016
H -5.15515 -3.75337 2.93301 0.084 0.038 0.025
H -3.38314 -3.92790 2.94144 -0.024 0.038 -0.014
H -4.32186 -3.31820 -1.34754 -0.120 -0.049 -0.051
H -2.54763 -2.46437 -2.84002 -0.028 0.035 -0.133
H 1.77497 -2.20105 -2.71359 0.023 -0.053 0.026
H 1.22919 -2.69264 -1.10097 0.010 -0.026 -0.050
H 3.13833 1.45924 -0.17043 -0.034 0.116 0.020
H 5.40255 1.57270 0.75062 0.057 0.066 0.041
```
Forces are in eV/Å.

Output
LUMO   0.0195 Eh
E_HOMO   -7.825 eV
Energy above the lowest of the compared OMol25 structures with the same formula, charge and spin   93.3 kcal/mol
Total charge   0
SMILES   COc1ccc(C2=NN(C(=O)CN3CCCCC3)[C@H](c3ccc(OC)cc3)C2)cc1
Maximum force   1.2 eV/Å



[3]
ORCA calculation (wB97M-V/def2-TZVPD) on an isolated molecule of C24H29N3O5 in a non-equilibrium geometry.

```
61
Properties=species:S:1:pos:R:3:forces:R:3
C -2.10627 -4.19174 -1.14460 0.117 -0.205 -0.122
O -2.76136 -3.08333 -0.57618 -0.169 0.377 0.251
C -2.10201 -2.36158 0.37450 -0.141 0.122 0.110
C -0.76586 -2.53162 0.70397 -0.018 -0.055 -0.056
C -0.15262 -1.70818 1.64184 -0.282 -0.075 -0.018
C 1.32825 -1.82617 1.79055 -0.024 0.181 0.294
O 1.93418 -2.87527 1.70468 0.020 -0.214 -0.178
N 1.92940 -0.62608 2.01513 0.003 0.223 0.221
C 3.33391 -0.43058 1.77344 0.272 0.055 -0.017
C 3.52189 0.26965 0.40342 -0.309 -0.301 0.219
C 3.18750 -0.71043 -0.67607 1.023 0.028 -0.267
C 3.99742 -1.43098 -1.50294 -0.275 0.442 0.428
C 3.14368 -2.25347 -2.27774 -0.564 -0.025 0.069
C 1.88211 -1.97030 -1.86297 0.358 -0.548 -0.620
O 1.89636 -1.03868 -0.89374 -0.213 0.281 0.266
N 2.64592 1.42729 0.33904 0.083 -0.013 -0.117
C 3.01504 2.51532 1.23259 0.049 0.084 0.235
C 2.22686 3.73024 0.72154 -0.001 0.005 0.049
C 1.74842 3.32083 -0.68075 0.068 -0.080 -0.084
C 2.53328 2.04521 -0.97206 -0.152 0.123 -0.229
C -0.89996 -0.76193 2.32882 0.164 -0.122 -0.066
C -2.23710 -0.59749 2.01975 -0.213 -0.152 -0.198
C -2.83747 -1.35358 1.02584 -0.003 0.004 0.008
O -4.14500 -1.08454 0.68535 0.215 -0.419 0.399
C -4.27008 -0.45427 -0.58918 0.185 0.308 -0.404
C -3.47328 0.80796 -0.63604 0.468 0.096 -0.280
C -3.82819 2.06253 -0.05476 0.594 -0.251 -0.322
C -5.10268 2.40625 0.61882 0.042 0.106 -0.010
N -2.85109 2.91640 -0.18838 -0.806 0.773 0.644
O -1.83797 2.28204 -0.83488 0.459 -0.706 -0.415
C -2.19894 1.01344 -1.09628 -0.852 -0.123 0.132
C -1.21904 0.14150 -1.78635 0.056 0.263 0.142
H -2.84293 -4.66953 -1.78879 0.093 0.002 0.030
H -1.24375 -3.88688 -1.74699 -0.013 -0.016 0.038
H -1.77849 -4.89964 -0.37853 0.009 0.028 -0.017
H -0.15573 -3.28109 0.22533 0.054 -0.093 -0.082
H 1.37889 0.20297 1.83654 -0.066 -0.169 -0.109
H 3.81614 -1.41047 1.76317 0.002 0.168 0.034
H 3.76747 0.17696 2.57219 0.045 -0.059 -0.041
H 4.58871 0.54695 0.28712 -0.180 -0.063 -0.029
H 5.06586 -1.38439 -1.55319 0.236 0.080 0.046
H 3.43541 -2.95420 -3.03246 -0.028 -0.167 -0.175
H 0.92474 -2.33990 -2.17177 -0.201 0.005 0.031
H 2.75981 2.26686 2.26389 0.108 0.021 0.054
H 4.10044 2.71236 1.18563 -0.031 -0.038 0.028
H 2.86284 4.61359 0.68764 -0.016 0.016 0.057
H 1.38015 3.95000 1.36895 0.014 0.054 0.028
H 1.93474 4.09096 -1.42623 -0.044 0.023 -0.043
H 0.68140 3.10290 -0.66859 0.001 0.010 -0.043
H 2.01293 1.38578 -1.66580 0.072 -0.008 -0.051
H 3.52651 2.28264 -1.39256 -0.019 -0.023 0.010
H -0.44886 -0.15689 3.10000 0.065 0.078 0.060
H -2.83431 0.14433 2.52766 -0.089 0.081 0.006
H -3.95379 -1.14005 -1.38417 -0.126 0.055 0.116
H -5.33685 -0.24571 -0.69367 0.106 -0.067 -0.055
H -5.91921 2.39894 -0.10218 -0.091 0.018 0.012
H -5.02707 3.39442 1.06226 -0.069 0.057 0.052
H -5.32334 1.66968 1.38912 -0.063 -0.002 0.075
H -1.70015 -0.78013 -2.10009 -0.021 -0.091 -0.025
H -0.39356 -0.09459 -1.11476 0.062 -0.062 0.019
H -0.81327 0.65565 -2.65609 0.037 -0.021 -0.088
```
Forces are in eV/Å.

Output
LUMO   0.0250 Eh
E_HOMO   -8.599 eV
Energy above the lowest of the compared OMol25 structures with the same formula, charge and spin   88.7 kcal/mol
Total charge   0
SMILES   COc1cc(C(=O)NC[C@@H](c2ccco2)N2CCCC2)ccc1OCc1c(C)noc1C
Maximum force   1.3 eV/Å